Entry 1:
{"formula": "C30H41BrIN6O2Ru", "method": "ωB97M-V with the def2-TZVPD basis set", "elements": ["Ru", "C", "C", "N", "N", "C", "O", "C", "C", "C", "C", "C", "C", "C", "C", "C", "C", "C", "N", "H", "H", "H", "H", "H", "H", "H", "H", "H", "H", "H", "H", "N", "C", "C", "C", "N", "C", "C", "N", "C", "H", "H", "H", "H", "H", "H", "H", "H", "H", "H", "H", "H", "H", "H", "H", "H", "C", "C", "C", "C", "O", "H", "H", "H", "H", "H", "H", "H", "H", "H", "Br", "C", "C", "C", "C", "C", "C", "I", "H", "H", "H", "H"], "coordinates": [[0.810929, -0.399666, 0.905014], [0.032062, -4.788553, 0.082818], [0.640572, -3.499100, 0.520481], [0.659061, -2.438647, -0.204093], [0.255359, -2.384324, -1.452515], [0.349006, -1.189163, -2.006774], [0.797508, -0.173883, -1.389091], [-0.108178, -1.067386, -3.404228], [-0.906858, -2.052513, -3.985290], [-1.349367, -1.899480, -5.288602], [-0.984748, -0.776838, -6.021436], [-0.171129, 0.195117, -5.454847], [0.257764, 0.053931, -4.146740], [1.289799, -3.348803, 1.818433], [1.378678, -4.382997, 2.743505], [2.050842, -4.168969, 3.935331], [2.622072, -2.927538, 4.174923], [2.482341, -1.946554, 3.210683], [1.834493, -2.145615, 2.063894], [-0.316495, -4.702720, -0.941766], [-0.813609, -5.046192, 0.723437], [0.762681, -5.596920, 0.138082], [-1.180966, -2.925693, -3.411072], [-1.965370, -2.664562, -5.741402], [-1.323623, -0.668545, -7.043393], [0.141914, 1.050353, -6.038789], [0.904972, 0.794313, -3.693561], [0.913784, -5.335073, 2.534476], [2.135277, -4.962491, 4.665079], [3.156101, -2.721530, 5.090924], [2.926856, -0.968058, 3.349966], [0.272878, 3.360896, -1.270946], [1.131334, 2.701705, -0.238042], [2.562581, 2.605660, -0.732145], [3.430321, 1.858955, 0.288654], [3.035123, 0.439935, 0.350496], [3.338597, 2.522147, 1.661079], [1.904032, 2.720831, 2.148003], [1.300440, 1.419110, 2.491404], [1.058774, 3.447544, 1.085796], [0.224536, 2.783813, -2.114435], [0.640652, 4.280079, -1.521854], [-0.698013, 3.497538, -0.922061], [0.736589, 1.703206, -0.104331], [2.984452, 3.605032, -0.873484], [2.594154, 2.076799, -1.689311], [4.466675, 1.935655, -0.051955], [3.678197, -0.072221, 0.946092], [3.103157, 0.030570, -0.578835], [3.824638, 3.497516, 1.606969], [3.897543, 1.930593, 2.392140], [1.939096, 3.359723, 3.035088], [0.344067, 1.554913, 2.813976], [1.811805, 0.999985, 3.261297], [1.448298, 4.463099, 0.973303], [0.020132, 3.510909, 1.424953], [-0.721828, -0.765095, 4.249372], [-1.648323, -0.913890, 3.030778], [-2.909374, -0.073150, 3.245076], [-2.029839, -2.393602, 2.858158], [-0.998638, -0.471616, 1.863882], [-1.102370, -1.346860, 5.088418], [-0.662986, 0.281141, 4.561350], [0.279176, -1.127438, 4.001130], [-3.371229, -0.334450, 4.196022], [-3.623113, -0.251267, 2.441434], [-2.651896, 0.987821, 3.251229], [-2.641354, -2.738545, 3.691985], [-1.123626, -3.002328, 2.808268], [-2.590385, -2.514707, 1.930321], [-3.025189, 4.138967, -0.538616], [-3.256026, 3.036007, -2.092540], [-3.791147, 3.633770, -3.220762], [-3.954970, 2.881836, -4.373890], [-3.556285, 1.554268, -4.396836], [-3.020935, 0.965298, -3.262255], [-2.876606, 1.695242, -2.088241], [-2.182803, 0.709079, -0.335139], [-4.090384, 4.672468, -3.193195], [-4.396391, 3.336505, -5.249896], [-3.672839, 0.966680, -5.297349], [-2.712426, -0.072027, -3.284004]], "forces_ev_per_a": [[1.2986, -3.0128, 0.8734], [0.2732, -0.0437, -0.1928], [-0.2881, -0.1996, -0.2808], [-0.2080, 2.6935, 1.5786], [-0.5707, -0.5840, -1.1534], [-0.2160, -0.9092, 0.3050], [0.5711, 1.1851, 0.8794], [0.0663, 0.1172, -0.1094], [0.0300, 0.0376, 0.0395], [0.0179, 0.0263, -0.0235], [-0.0049, -0.0232, -0.0465], [0.0379, 0.0352, -0.0014], [-0.0475, -0.0824, 0.0544], [-0.1421, -0.1087, 0.0911], [0.0849, 0.0920, -0.0451], [-0.0034, 0.0535, -0.0380], [0.0823, -0.0240, -0.0723], [0.2844, -0.0901, 0.1090], [-0.7907, 1.7750, 0.0894], [0.0024, 0.0098, 0.0217], [0.0168, 0.0409, 0.0689], [-0.0389, -0.0498, 0.0056], [0.0167, 0.0031, 0.0246], [-0.0244, 0.0114, 0.0086], [0.0124, 0.0015, -0.0071], [-0.0422, 0.0158, -0.0090], [0.0264, 0.0213, -0.0157], [0.0375, -0.0184, -0.0509], [-0.0341, 0.0037, 0.0194], [0.0315, 0.0249, -0.0187], [-0.0756, 0.0077, 0.0586], [-0.2194, -0.0378, 0.1526], [0.4516, 0.2527, 0.3386], [0.0134, -0.2706, -0.0525], [-0.1116, 0.4080, -0.0227], [-0.8954, -0.8873, -0.1227], [-0.1324, -0.1539, -0.0307], [0.1855, 0.2343, -0.3100], [-0.9179, -0.5017, -0.8335], [-0.0839, -0.2518, 0.1096], [-0.0826, -0.0610, -0.0226], [-0.0169, 0.0376, -0.0646], [0.0677, -0.0437, -0.0852], [-0.2666, 0.1390, -0.3128], [0.0100, 0.0041, -0.0407], [0.0343, 0.0450, -0.0196], [-0.0157, -0.1119, 0.0077], [0.0608, -0.0173, -0.0297], [0.0645, -0.0526, -0.0046], [0.0385, -0.0144, 0.0217], [0.0486, 0.0607, 0.0281], [-0.0874, -0.0775, 0.0160], [-0.0070, -0.0731, 0.1354], [-0.0585, -0.0592, 0.0119], [-0.0451, 0.0283, 0.0315], [0.0038, 0.0777, 0.0071], [-0.1141, 0.0788, -0.2766], [0.1372, -1.2138, 0.6592], [0.3070, -0.0018, -0.3514], [0.0804, 0.3181, 0.0041], [1.6465, 0.9884, -1.3660], [0.0251, 0.0550, 0.0547], [0.0584, -0.0015, 0.0377], [-0.1243, -0.0190, 0.0988], [-0.0191, 0.0011, 0.0085], [-0.0651, 0.0167, 0.0253], [-0.0479, 0.0176, 0.0474], [0.0081, -0.0577, -0.0207], [-0.0831, -0.0350, 0.0278], [-0.0221, -0.0432, 0.0078], [0.0037, -0.0800, -0.1680], [0.1618, -0.0150, 0.2259], [-0.0477, 0.0654, -0.0261], [0.0214, -0.0320, 0.0045], [-0.0427, 0.0134, -0.0233], [0.0537, -0.1163, 0.0546], [0.0986, 0.0026, 0.3241], [-0.4495, 0.3702, -0.4139], [0.0041, -0.0039, 0.0120], [0.0194, 0.0181, -0.0069], [0.0052, -0.0111, 0.0086], [-0.0567, 0.0020, -0.0190]], "charge": 2, "relative_energy_kcal_mol": 29.4, "multiplicity": 2, "molar_mass_g_mol": 825.58, "e_lumo_ev": [-6.854, -6.374], "gap_ev": [6.33, 6.82], "s_squared": 0.86}

---

Entry 2:
{"formula": "C20H28N2O6", "method": "ωB97M-V with the def2-TZVPD basis set", "elements": ["C", "C", "C", "N", "C", "H", "H", "H", "H", "H", "C", "C", "C", "N", "C", "H", "H", "H", "H", "H", "O", "C", "C", "C", "C", "O", "H", "H", "H", "H", "H", "H", "O", "C", "C", "C", "C", "O", "H", "H", "H", "H", "H", "H", "O", "C", "C", "C", "C", "O", "H", "H", "H", "H", "H", "H"], "coordinates": [[-0.333814, -1.002183, 5.417378], [-0.042044, -1.729348, 4.239008], [0.839462, -0.994435, 3.499009], [1.107186, 0.163713, 4.190955], [0.334706, 0.199475, 5.321978], [-0.995723, -1.221414, 6.238584], [-0.472722, -2.678408, 3.961564], [1.219258, -1.060904, 2.494355], [1.744960, 0.880727, 3.902990], [0.357690, 1.113007, 5.894416], [-2.203168, -2.318217, -0.751199], [-0.918535, -2.432155, -1.349687], [-0.081576, -1.706383, -0.534260], [-0.779556, -1.184604, 0.510050], [-2.078008, -1.625311, 0.415172], [-3.091640, -2.799145, -1.132942], [-0.750629, -2.876753, -2.314085], [0.973016, -1.608311, -0.715709], [-0.398864, -0.718555, 1.321314], [-2.845660, -1.303332, 1.096325], [1.160919, 1.293169, 1.294613], [1.974531, 1.550895, 0.427675], [2.457350, 0.540464, -0.594399], [3.498896, 1.307545, -1.356530], [3.050377, 2.796607, -1.147945], [2.395941, 2.759747, 0.147684], [2.866576, -0.258638, 0.021702], [1.545756, 0.341545, -1.151534], [4.538835, 1.123736, -1.116384], [3.316118, 1.154656, -2.426521], [3.940774, 3.416656, -1.087405], [2.314471, 3.187627, -1.845549], [-0.448527, 1.182924, -6.732992], [-0.110563, 0.071232, -6.507033], [0.845381, -0.821808, -7.286626], [1.099297, -2.021987, -6.360277], [-0.228130, -2.034638, -5.602251], [-0.632268, -0.688739, -5.511620], [0.318344, -1.134641, -8.197509], [1.789405, -0.476915, -7.708616], [1.346448, -2.906161, -6.938506], [1.911023, -1.721732, -5.697010], [-0.978797, -2.665424, -6.085658], [-0.073822, -2.443423, -4.602205], [-1.626982, 4.107122, 4.591894], [-2.013736, 3.034787, 4.244808], [-2.049610, 2.442639, 2.848154], [-2.558260, 1.014426, 3.102283], [-3.071349, 1.010189, 4.562868], [-2.460164, 2.154117, 5.162413], [-2.636187, 2.989518, 2.119917], [-1.008382, 2.387419, 2.526276], [-3.340487, 0.736069, 2.397870], [-1.789938, 0.239097, 3.099551], [-4.155365, 1.131511, 4.626350], [-2.772187, 0.102958, 5.077272]], "forces_ev_per_a": [[-0.0815, 1.1066, 0.1969], [-0.2742, -0.5472, -0.0115], [0.4199, 0.8252, -0.0875], [-0.8207, -0.4139, 0.0045], [0.7871, -0.0163, -0.1968], [-0.0730, -0.3187, -0.1320], [0.0982, -0.0126, -0.0459], [0.2171, -0.4902, 0.1170], [-0.1404, 0.1455, -0.2278], [-0.1315, -0.2814, 0.4121], [-0.1949, -0.9203, -0.2560], [-0.7915, 0.8542, 0.6316], [0.6838, -0.5884, -1.0472], [-0.2889, -0.5495, 0.1904], [-0.1632, 0.6508, -0.2318], [-0.0936, 0.2013, 0.1356], [0.4203, -0.1128, 0.0906], [0.0479, 0.2792, 0.5174], [0.0568, 0.0827, -0.2547], [0.1220, -0.0423, 0.1901], [0.8942, 0.4258, -0.0637], [-1.7431, -1.1508, 0.2600], [0.5760, 0.8550, 1.4580], [-1.2991, 1.1318, -2.1346], [0.8808, -1.1615, 1.0759], [0.4176, 1.3333, 0.0177], [-0.3626, -0.5579, -0.5464], [0.2504, -0.6059, -0.1900], [-0.0261, 0.0132, 0.2404], [0.6741, -0.3527, 0.0482], [-0.3085, 0.3994, 0.0776], [0.1575, -0.1685, -0.2462], [-0.1576, 0.7376, 0.1501], [0.7814, -0.9865, -0.5566], [0.4301, -0.9554, -0.7794], [-0.5383, 1.1668, -0.5602], [0.9671, -1.3671, 0.4430], [-0.5818, 0.5927, 0.2731], [-0.3189, -0.0690, 0.2216], [-0.2034, 0.9409, 0.4807], [-0.0388, -0.2350, 0.3121], [0.0594, -0.4026, 0.1165], [-0.1203, 0.3162, -0.1798], [-0.2664, 0.2688, 0.0845], [0.2943, 0.5229, -0.1493], [-0.2210, 0.2034, -0.0178], [0.5710, -1.2654, 0.6347], [-0.4352, -0.3893, 0.3024], [-0.2403, 0.4175, -0.8429], [-0.1574, -0.4059, 0.3213], [-0.0519, 0.2879, 0.1702], [-0.0516, 0.3026, -0.2543], [-0.0008, -0.1101, 0.0471], [0.2784, 0.2874, -0.4679], [0.0240, -0.0062, 0.0569], [0.0666, 0.1344, 0.2022]], "relative_energy_kcal_mol": 102.5, "multiplicity": 1, "molar_mass_g_mol": 392.45, "e_lumo_ev": 0.222, "gap_ev": 8.54, "smiles": "c1cc[nH]c1.c1cc[nH]c1.O=C1CCCO1.O=C1CCCO1.O=C1CCCO1"}

---

Entry 3:
{"formula": "C15H25NO4", "method": "ωB97M-V with the def2-TZVPD basis set", "elements": ["C", "C", "O", "C", "C", "C", "C", "O", "C", "C", "O", "C", "C", "N", "C", "C", "O", "C", "C", "C", "H", "H", "H", "H", "H", "H", "H", "H", "H", "H", "H", "H", "H", "H", "H", "H", "H", "H", "H", "H", "H", "H", "H", "H", "H"], "coordinates": [[5.898836, -1.349092, -2.092912], [5.802710, -0.539402, -0.802693], [5.056658, -1.196863, 0.200245], [3.696481, -1.253448, 0.104648], [2.914449, -0.581573, -0.830031], [1.539006, -0.705452, -0.800182], [0.905307, -1.499947, 0.151040], [-0.459465, -1.560410, 0.053123], [-1.203289, -2.202701, 1.063038], [-1.255874, -1.418564, 2.387917], [-2.245118, -0.424052, 2.448224], [-1.973396, 0.785391, 1.768744], [-2.495588, 0.816555, 0.318673], [-2.424981, 2.126756, -0.300741], [-3.462508, 3.069811, 0.092873], [-4.759959, 2.861105, -0.707579], [-4.745896, 3.460444, -1.979857], [-3.948552, 2.784627, -2.924552], [1.684660, -2.168551, 1.089401], [3.059687, -2.043171, 1.059479], [6.338869, -2.321080, -1.884724], [4.914540, -1.504665, -2.527746], [6.523869, -0.823978, -2.810009], [6.797830, -0.422460, -0.364063], [5.395067, 0.460298, -0.998900], [3.357160, 0.047142, -1.586093], [0.929583, -0.188417, -1.524947], [-2.215550, -2.285672, 0.659798], [-0.815080, -3.211645, 1.246799], [-0.266065, -0.982964, 2.589553], [-1.510702, -2.112306, 3.193968], [-0.894155, 0.997324, 1.779321], [-2.483586, 1.559435, 2.353302], [-3.533990, 0.479736, 0.316687], [-1.906446, 0.131711, -0.295290], [-1.505922, 2.523202, -0.132758], [-3.107215, 4.081374, -0.115291], [-3.707313, 3.007901, 1.164176], [-5.585748, 3.343202, -0.177709], [-4.973359, 1.786957, -0.797893], [-2.903034, 2.740834, -2.609341], [-4.036563, 3.345399, -3.853432], [-4.311386, 1.760928, -3.079282], [1.238090, -2.793143, 1.847062], [3.669018, -2.558606, 1.784869]], "forces_ev_per_a": [[-0.1311, 0.1172, 0.3822], [0.2145, 0.0632, -0.3567], [-0.1257, -0.1210, 0.1784], [-0.1799, -0.1500, 0.1767], [0.2811, 0.0299, 0.0325], [-0.2692, -0.1705, 0.2119], [0.1239, 0.1415, -0.1714], [0.2238, 0.1299, -0.2195], [-0.1211, 0.0239, 0.5715], [0.1103, -0.2676, -0.2560], [-0.1704, 0.0032, -0.1123], [-0.1987, 0.2584, -0.1786], [0.1925, -0.2352, 0.1685], [0.3806, 0.2295, 0.1553], [-0.4049, -0.1245, -0.1696], [0.2075, 0.1954, 0.3075], [-0.0616, 0.1264, 0.0269], [0.1580, 0.0504, -0.1474], [-0.2817, -0.0105, -0.0494], [0.2686, 0.1553, -0.1992], [0.0510, -0.0803, -0.0130], [-0.0415, -0.0215, -0.0959], [0.0604, 0.0438, -0.1101], [-0.1494, 0.0765, -0.0767], [0.0513, -0.0622, 0.0789], [0.0830, 0.0348, -0.0668], [-0.0747, 0.0567, -0.0952], [0.0851, -0.0586, 0.0950], [-0.0323, 0.0365, -0.0424], [-0.0894, -0.0800, 0.0413], [0.1300, -0.0165, -0.0665], [-0.0500, -0.0084, 0.0032], [0.1389, 0.0089, -0.1128], [0.0087, -0.0670, -0.0088], [-0.1928, -0.0546, 0.1282], [-0.0897, 0.0122, -0.0900], [-0.0526, -0.0003, 0.0697], [-0.0011, 0.0565, -0.0180], [0.0369, -0.1187, 0.0275], [-0.0419, 0.0158, 0.0407], [-0.1007, -0.0323, -0.1318], [0.0078, -0.0701, -0.0518], [0.0261, -0.0148, -0.0089], [-0.0548, -0.0398, 0.0663], [0.0754, -0.0612, 0.0864]], "relative_energy_kcal_mol": 29.2, "multiplicity": 1, "molar_mass_g_mol": 283.37, "e_lumo_ev": 0.802, "gap_ev": 8.79, "smiles": "CCOc1ccc(OCCOCCNCCOC)cc1"}